78
Properties=species:S:1:pos:R:3:lowdin_spin:R:1 method="wB97M-V/def2-TZVPD" multiplicity=3 homo_energy_ha="-0.05416 / -0.07700" gap_ha="0.2119 / 0.2346" lumo_ev="4.3 / 4.3" total_charge=-2
Pt 0.077 0.551 1.254 1.309
Se -0.383 1.025 4.274 0.005
P -2.041 0.636 0.175 0.130
O -1.876 1.466 4.724 0.002
O 0.255 1.965 3.020 0.072
O 4.117 2.358 -2.691 0.000
O 0.715 0.953 5.450 0.011
O -0.429 -0.488 3.531 0.107
O 1.343 1.501 -0.336 0.121
N 0.329 -1.207 0.008 0.069
C 1.434 5.082 0.608 0.000
C 5.152 -4.149 1.026 0.002
C -1.850 -3.226 -2.244 0.000
C 2.449 -2.069 -0.790 0.015
C 1.731 2.732 -0.200 0.010
C -2.463 3.314 -0.254 0.004
C 4.356 1.149 -0.641 0.000
C 3.782 2.266 -1.521 0.000
C -3.031 -2.437 -2.366 0.000
C -4.931 1.051 0.754 0.008
C -3.563 0.712 1.313 0.025
C 3.212 4.538 -0.946 0.001
C -3.034 -1.289 -1.576 0.004
C 1.526 -2.868 1.364 0.017
C 2.176 -1.290 -2.056 0.003
C -0.765 -1.662 -0.685 0.004
C 2.504 5.442 -0.171 0.001
C 2.733 -3.510 1.549 -0.003
C 3.787 -3.470 0.624 0.018
C -4.226 -2.915 -3.059 0.000
C -0.815 -2.902 -1.396 0.001
C -3.650 -0.599 2.161 0.000
C 0.396 -2.943 2.342 0.002
C 2.876 3.188 -0.878 0.005
C 3.655 -2.720 -0.570 -0.003
C -2.390 1.993 -1.059 0.027
C 1.389 -2.057 0.186 0.007
C -1.950 -0.834 -0.783 0.013
C 0.995 3.764 0.522 0.001
C -1.316 2.066 -2.152 0.000
H -0.381 1.775 -1.637 0.000
H -4.005 -1.443 1.556 0.000
H 2.979 -1.444 -2.768 0.000
H 0.765 -3.381 3.241 0.000
H -1.543 1.375 -2.958 0.000
H -3.339 1.539 1.981 0.002
H 4.065 4.756 -1.623 0.000
H 4.894 1.552 0.188 0.000
H -0.414 -3.596 1.994 0.001
H -5.189 1.905 0.220 0.001
H -4.557 -3.767 -2.764 0.000
H -3.390 1.911 -1.478 0.006
H 2.938 -4.041 2.484 -0.001
H -1.225 3.048 -2.569 0.000
H 0.000 -1.939 2.646 0.000
H 5.036 0.495 -1.156 0.000
H -3.975 -0.700 -1.447 0.001
H -3.311 3.430 0.331 0.000
H 1.258 -1.657 -2.371 0.000
H 4.450 -2.697 -1.340 -0.001
H 5.066 -4.781 1.984 0.000
H 0.008 -3.584 -1.170 0.000
H 0.922 5.794 1.167 0.000
H -4.064 -3.210 -4.163 0.000
H -1.909 -4.191 -2.782 0.000
H 0.159 3.453 1.085 0.000
H -1.651 3.426 0.470 0.001
H -2.357 4.229 -0.790 0.000
H 2.737 6.476 -0.309 0.000
H -2.668 -0.788 2.638 0.000
H 2.115 -0.209 -2.055 0.001
H 5.841 -3.298 1.169 0.001
H -5.033 -2.210 -2.923 0.000
H -5.623 1.029 1.584 0.001
H 3.551 0.524 -0.207 0.000
H -4.427 -0.424 2.957 0.000
H -5.385 0.261 0.085 0.000
H 5.389 -4.737 0.221 0.000

---

92
Properties=species:S:1:pos:R:3:lowdin_charge:R:1 method="wB97M-V/def2-TZVPD" homo_energy_ha=-0.16876 gap_ha=0.2149 lumo_ev=1.3 total_charge=-1
Rb 9.471 12.453 11.087 0.737
Ge 15.418 9.778 11.402 0.725
Cl 11.607 12.500 7.734 0.587
Cl 6.398 13.309 9.203 0.584
Cl 7.632 10.155 4.769 0.593
Cl 5.474 11.556 6.734 0.670
Cl 10.487 10.159 5.708 0.688
O 16.355 9.581 12.820 -0.221
O 15.555 8.512 10.195 -0.220
O 12.542 11.983 11.338 0.092
O 15.989 11.144 10.441 -0.167
O 13.611 9.969 11.595 -0.090
O 14.198 11.857 12.705 0.069
N 9.945 15.389 10.154 0.024
N 10.179 16.634 10.716 -0.002
N 10.578 15.887 13.170 0.009
N 9.563 18.777 12.778 0.059
N 12.491 16.363 11.617 0.016
N 13.473 11.432 11.800 -0.399
N 10.897 14.586 13.194 0.022
N 13.111 17.319 10.797 0.064
N 10.848 18.308 12.404 -0.017
C 17.047 13.131 9.735 -0.044
C 9.984 17.627 9.691 -0.072
C 9.739 16.223 14.247 -0.034
C 7.135 11.746 6.992 -0.741
C 9.455 11.254 6.421 -0.778
C 9.746 15.575 8.848 -0.170
C 14.681 15.838 11.509 -0.090
C 8.083 11.123 6.180 -0.676
C 9.579 15.059 15.001 -0.085
C 7.530 12.566 8.061 -0.762
C 14.954 8.785 14.702 -0.007
C 16.487 8.840 14.148 -0.562
C 11.816 19.032 12.966 -0.118
C 17.248 11.670 9.983 -0.629
C 10.360 14.125 14.318 -0.220
C 9.692 16.977 8.519 -0.079
C 9.865 12.201 7.416 -0.674
C 14.414 16.912 10.653 -0.149
C 14.604 7.697 9.522 -0.631
C 18.327 11.631 11.113 -0.047
C 9.853 19.831 13.553 -0.214
C 8.842 12.641 8.247 -0.329
C 17.108 7.452 13.997 -0.048
C 17.404 9.771 14.902 -0.056
C 17.875 10.923 8.773 -0.017
C 13.710 7.050 10.587 -0.032
C 11.232 20.074 13.683 -0.100
C 13.974 8.644 8.432 -0.016
C 13.450 15.523 12.122 -0.072
C 15.456 6.544 8.901 -0.051
B 11.047 16.783 12.003 -0.664
H 17.276 10.972 7.844 0.093
H 15.530 15.324 11.686 0.028
H 12.981 7.707 10.996 0.057
H 9.192 17.189 14.296 0.109
H 16.509 13.336 8.836 0.082
H 14.983 8.058 15.572 0.092
H 18.756 10.655 11.397 0.085
H 16.424 6.768 13.447 0.082
H 17.931 13.794 9.707 0.100
H 14.824 9.198 7.822 0.117
H 14.469 8.207 13.912 0.056
H 17.784 12.105 11.953 0.095
H 13.468 8.013 7.594 0.106
H 14.869 5.688 8.555 0.064
H 15.039 17.533 10.048 0.080
H 18.804 11.424 8.601 0.069
H 9.032 20.277 14.147 0.097
H 14.277 6.932 11.520 0.076
H 13.344 9.433 8.802 0.052
H 14.578 9.811 14.948 0.095
H 16.906 10.784 14.930 0.105
H 16.214 6.195 9.697 0.105
H 10.232 18.680 9.835 0.108
H 17.966 7.541 13.275 0.097
H 16.424 13.538 10.532 0.073
H 8.823 14.915 15.745 0.078
H 18.395 9.810 14.514 0.067
H 17.488 9.486 16.014 0.112
H 17.520 7.008 14.953 0.104
H 13.353 6.090 10.244 0.081
H 18.071 9.926 9.172 0.080
H 13.226 14.712 12.827 0.095
H 9.223 17.442 7.664 0.079
H 16.042 6.886 7.944 0.109
H 9.727 14.808 8.139 0.037
H 11.732 20.842 14.329 0.092
H 10.652 13.152 14.686 0.090
H 12.892 18.771 12.875 0.126
H 19.124 12.298 10.794 0.073